1.
DFT (ωB97M-V/def2-TZVPD) results for one molecule with the formula C20H24N2O2S.

Structure (XYZ):
```
49
Properties=species:S:1:pos:R:3:forces:R:3:lowdin_charge:R:1
O -0.9637 -0.5976 -2.2698 0.0375 0.0182 -0.4947 0.070
C -1.0874 -0.5262 -1.0661 -0.0428 0.2410 0.3372 -0.548
N -0.6506 -1.4486 -0.1950 0.0462 -0.1898 0.2268 0.057
H -0.8085 -1.2898 0.7898 0.0517 0.0762 -0.1470 0.109
C 0.0075 -2.6756 -0.5778 0.1022 -0.2388 0.0327 -0.137
C 1.3268 -2.8947 0.1745 -0.1373 0.0084 -0.2230 -0.180
N 2.4671 -2.4025 -0.5749 0.0379 -0.1573 -0.0558 -0.166
C 2.5403 -0.9576 -0.7319 0.1261 0.2311 0.2032 -0.140
C 3.0310 -0.2487 0.5360 -0.2798 0.0627 -0.2678 -0.182
O 4.2808 -0.7572 0.9562 0.1475 -0.0209 -0.0355 -0.128
C 4.2217 -2.1517 1.1695 0.0031 -0.2803 -0.1500 -0.195
C 3.7508 -2.8862 -0.0931 0.1317 0.1876 0.2709 -0.164
H 3.6887 -3.9592 0.0966 0.0347 -0.0304 -0.0160 0.119
H 4.4790 -2.7121 -0.8911 0.0642 -0.0607 0.0582 0.125
H 5.2331 -2.4585 1.4410 -0.0705 -0.0691 0.0386 0.123
H 3.5452 -2.3733 2.0106 0.0645 0.0140 -0.0255 0.120
H 3.1843 0.8145 0.3470 -0.1073 -0.0069 0.0095 0.113
H 2.2929 -0.3579 1.3468 0.0281 0.0394 -0.0292 0.122
H 1.5704 -0.5684 -1.0312 0.0028 0.0541 -0.0662 0.097
H 3.2525 -0.7601 -1.5387 -0.0385 0.0957 -0.0058 0.133
H 1.4767 -3.9703 0.2972 -0.0266 0.0456 0.0710 0.120
H 1.2322 -2.4546 1.1823 -0.0030 -0.0988 0.0240 0.115
H 0.1946 -2.6241 -1.6520 -0.0279 -0.0857 0.1032 0.129
H -0.6680 -3.5144 -0.3755 0.0692 0.0248 -0.0876 0.123
C -1.8119 0.6518 -0.3994 0.5087 0.2660 0.0677 -0.421
C -3.1729 0.1624 0.0153 -0.1790 0.1324 0.1500 -0.253
C -4.1801 0.1181 -0.9428 0.0892 0.0225 0.0333 -0.025
C -5.4292 -0.3786 -0.6207 -0.0559 -0.0198 -0.0336 -0.074
C -5.6878 -0.8345 0.6614 -0.0627 -0.0280 0.0209 -0.088
C -4.6898 -0.7919 1.6188 -0.0230 -0.0668 0.0785 -0.076
C -3.4362 -0.3018 1.2968 -0.0100 0.0894 -0.0477 -0.072
H -2.6679 -0.2563 2.0554 0.0437 -0.0292 0.1124 0.080
H -4.8849 -1.1408 2.6219 -0.0252 -0.0276 0.0827 0.104
H -6.6648 -1.2184 0.9135 -0.0806 -0.0289 0.0232 0.102
H -6.2036 -0.4077 -1.3725 -0.0655 -0.0009 -0.0627 0.104
H -3.9764 0.4675 -1.9442 0.0337 0.0435 -0.1080 0.122
H -1.9158 1.4592 -1.1283 0.0449 -0.2109 -0.0175 0.122
S -0.8629 1.3107 1.0217 -0.3843 0.1472 0.0418 1.028
C 0.4767 2.1952 0.2727 -0.2190 -0.2413 -0.0091 -0.515
C 0.7901 2.1496 -1.0771 -0.0273 0.0174 -0.0124 -0.096
C 1.8747 2.8728 -1.5458 0.0834 0.0543 -0.0560 -0.076
C 2.6470 3.6308 -0.6845 0.0833 0.0296 -0.0722 -0.092
C 2.3304 3.6707 0.6647 0.0259 0.0126 0.0407 -0.088
C 1.2496 2.9583 1.1434 -0.0781 -0.0715 -0.0060 -0.128
H 0.9912 2.9837 2.1913 0.0078 0.0471 0.1423 0.101
H 2.9260 4.2593 1.3461 0.0524 0.0505 0.0595 0.106
H 3.4920 4.1873 -1.0603 0.0729 0.0480 -0.0317 0.102
H 2.1138 2.8332 -2.5979 0.0380 0.0053 -0.1006 0.109
H 0.2161 1.5617 -1.7744 -0.0868 -0.1012 -0.0665 0.093
```
Positions in Å, forces in eV/Å.

total energy	-39040.05744	eV
frontier orbital gap	8.7041	eV
relative energy (zero: lowest compared OMol25 entry of this formula, charge and spin)	1.859	eV
E_LUMO	0.022	Ha

2.
DFT (ωB97M-V/def2-TZVPD) results for C9H10IrN8OS2 as an isolated structure.

Structure (XYZ):
```
31
Properties=species:S:1:pos:R:3:forces:R:3:lowdin_charge:R:1
Ir -1.0790 1.5296 0.6801 -0.0309 0.1042 0.0633 0.921
N -0.8209 0.2302 2.3252 0.0060 -0.0417 0.0176 -0.107
N -1.3829 -1.0617 2.1205 -0.0042 -0.0360 0.0014 -0.030
C -1.6078 -1.4864 0.8561 0.0548 -0.0040 0.0105 -0.794
N -1.8767 -2.7701 0.6882 -0.0273 0.0093 0.0231 0.156
S -1.5785 -0.4329 -0.4724 -0.0150 -0.0202 -0.0832 0.741
H 0.1640 0.1042 2.5707 -0.0023 0.0064 -0.0104 0.097
H -1.3043 0.6353 3.1236 0.0034 -0.0124 0.0117 0.107
H -1.0293 -1.7550 2.7691 -0.0380 0.0141 0.0231 0.158
H -1.9304 -3.4171 1.4587 0.0176 -0.0126 -0.0080 0.137
H -2.0405 -3.1284 -0.2386 -0.0084 0.0050 -0.0019 0.125
C -1.1939 2.3261 -2.9200 -0.0231 -0.0222 -0.0055 -0.007
C -1.7621 3.2788 -1.9280 0.0263 0.0131 -0.0208 -0.269
C -2.3555 4.4827 -2.3102 -0.0092 0.0166 0.0117 0.023
C -2.8456 5.3247 -1.3353 0.0253 -0.0273 -0.0011 -0.059
N -2.7813 5.0348 -0.0240 -0.0026 0.0075 -0.0255 0.113
C -2.2154 3.9026 0.2567 -0.0072 0.0338 0.0062 -0.773
S -1.9673 3.2360 1.8840 0.0326 -0.0055 -0.0219 0.652
N -1.7007 3.0164 -0.6208 -0.0249 -0.0498 -0.0053 -0.112
H -1.7001 2.4316 -3.8768 0.0043 0.0002 -0.0016 0.098
H -1.2852 1.2951 -2.5832 0.0088 0.0058 0.0014 0.038
H -0.1333 2.5400 -3.0586 -0.0003 0.0037 0.0035 0.099
H -2.4255 4.7418 -3.3561 -0.0012 -0.0029 -0.0006 0.127
H -3.3114 6.2675 -1.5934 -0.0032 0.0000 0.0056 0.127
O 1.0047 2.4337 -0.8731 0.0219 0.0024 -0.0146 -0.036
N 0.7583 1.4390 -0.1973 -0.0525 0.0422 0.0686 -0.294
C 1.7018 0.5065 -0.0430 0.0050 0.0316 0.0436 -0.275
C 1.4775 -0.6204 0.7828 0.0415 -0.1264 -0.1692 -0.203
N 1.3050 -1.5392 1.4573 0.0157 0.0633 0.0797 0.192
C 2.9637 0.6842 -0.6799 -0.0213 0.0124 -0.0120 -0.160
N 3.9792 0.8097 -1.2015 0.0082 -0.0105 0.0106 0.207
```
Positions in Å, forces in eV/Å.

total energy	-47965.16451	eV
frontier orbital gap	7.5415	eV
relative energy (zero: lowest compared OMol25 entry of this formula, charge and spin)	0.113	eV
net charge	+1
E_LUMO	-0.176	Ha

3.
DFT (ωB97M-V/def2-TZVPD) results for a 2-piece molecular cluster, C4H7FS overall in a non-equilibrium geometry.

Structure (XYZ):
```
13
Properties=species:S:1:pos:R:3:forces:R:3:lowdin_charge:R:1
C -1.2881 -0.9599 -0.0565 -1.7337 -2.3656 1.4915 -0.287
C 0.0881 -0.6771 0.5444 -4.6506 0.4904 3.7519 -0.778
C 0.2330 0.8313 0.4605 0.4640 2.6423 -2.9819 -0.285
C 1.4810 0.7842 -0.5560 1.2933 0.7368 0.2789 -0.375
H -1.2455 -2.0966 -0.4349 -0.5280 2.7580 -0.0558 0.146
H -2.1643 -0.8989 0.7509 1.9508 -0.1132 -1.6198 0.146
H -0.2870 -1.0802 1.6519 2.4052 0.6054 -2.1911 0.164
H 0.4460 1.4876 1.3979 -0.6900 -1.3323 -1.7998 0.107
H -0.8589 1.3162 -0.6545 3.1746 -0.4631 4.2317 0.263
H 2.4224 1.3185 0.0584 -2.0543 -1.7541 -2.2900 0.109
H 1.3635 1.1574 -1.7396 0.3907 -0.9518 3.5596 0.112
F -1.6008 0.0323 -0.9688 -1.5728 -2.1900 -1.9452 -0.129
S 1.4107 -1.2149 -0.4536 1.5507 1.9374 -0.4301 0.807
```
Positions in Å, forces in eV/Å.

total energy	-17808.25651	eV
frontier orbital gap	9.2787	eV
relative energy (zero: lowest compared OMol25 entry of this formula, charge and spin)	6.085	eV
E_LUMO	0.021	Ha

4.
DFT (ωB97M-V/def2-TZVPD) results for a 2-piece molecular cluster, C5H13NO overall.

Structure (XYZ):
```
20
Properties=species:S:1:pos:R:3:forces:R:3:lowdin_charge:R:1
C -2.0664 -0.0809 -0.7407 -0.0234 0.0423 0.1311 -0.144
N -1.0954 0.4868 -1.6582 0.2274 0.1196 0.0460 -0.124
C 0.2828 0.0307 -1.4956 -0.3574 -0.0870 -0.3278 -0.242
C 1.1659 0.8358 -0.5394 0.1883 -0.0357 0.0937 -0.198
C 0.7082 0.9146 0.8858 -0.3233 0.1428 -0.2086 -0.208
C 1.4110 0.4789 1.9217 0.1610 -0.0710 -0.1345 -0.012
H -1.8894 0.1120 0.3233 0.0945 0.0584 0.0778 0.057
H -2.0823 -1.1619 -0.8549 -0.0405 -0.1018 -0.0824 0.078
H -3.0565 0.3055 -0.9732 -0.0680 -0.0223 -0.0989 0.075
H -1.1340 1.4986 -1.6683 -0.0716 -0.0465 -0.0019 0.099
H 0.7628 0.0553 -2.4790 0.0505 0.0262 0.0372 0.107
H 0.2359 -1.0249 -1.2193 0.0996 0.0147 0.1621 0.107
H 1.2550 1.8502 -0.9385 -0.0795 0.0985 -0.0127 0.112
H 2.1752 0.4204 -0.5672 0.0667 -0.0678 0.0007 0.110
H -0.2640 1.3818 1.0437 0.1328 -0.0598 0.0923 0.099
H 2.3863 0.0297 1.7455 -0.0791 0.0149 0.1922 0.069
H 1.0553 0.5680 2.9392 0.0257 -0.0148 0.0152 0.060
H 0.1547 -1.4877 1.1724 -0.1361 -0.4846 0.0467 -0.008
H 0.1284 -2.7931 1.9763 -0.0406 0.0390 -0.1273 0.036
O -0.1335 -2.4199 1.1263 0.1731 0.4346 0.0990 -0.073
```
Positions in Å, forces in eV/Å.

total energy	-8932.46157	eV
frontier orbital gap	9.5030	eV
relative energy (zero: lowest compared OMol25 entry of this formula, charge and spin)	1.549	eV
E_LUMO	0.035	Ha

5.
DFT (ωB97M-V/def2-TZVPD) results for a 2-piece molecular cluster, H4O2 overall in a non-equilibrium geometry.

Structure (XYZ):
```
6
Properties=species:S:1:pos:R:3:forces:R:3:lowdin_charge:R:1
H -0.6600 -0.1094 -0.5042 -1.2555 -0.0230 -0.3164 0.006
H -1.5026 0.8149 0.2410 -0.3470 1.3216 0.6548 0.020
H 1.9865 -0.2096 0.1914 0.0019 0.6086 -0.5309 0.069
H 0.5879 -0.5387 0.2847 -0.8581 -0.7272 0.7779 0.011
O -1.5394 -0.0683 -0.0758 0.8141 -1.1111 -0.7690 -0.053
O 1.1275 0.1110 -0.1371 1.6447 -0.0689 0.1835 -0.052
```
Positions in Å, forces in eV/Å.

total energy	-4159.55631	eV
frontier orbital gap	12.2421	eV
relative energy (zero: lowest compared OMol25 entry of this formula, charge and spin)	0.383	eV
E_LUMO	0.028	Ha

6.
DFT (ωB97M-V/def2-TZVPD) results for a 3-piece molecular cluster, CH5O4 overall in a non-equilibrium geometry.

Structure (XYZ):
```
10
Properties=species:S:1:pos:R:3:forces:R:3:lowdin_charge:R:1
O -1.3097 -0.7930 -0.1365 0.4057 -0.6403 -0.7648 -0.175
C -0.4124 -1.6446 -0.4440 -0.6992 0.7192 2.3094 -0.644
O 0.8143 -1.4455 -0.5173 -0.2708 -0.5152 -0.6139 -0.123
H -0.8341 -2.7039 -0.3672 0.6029 0.2541 -0.7484 0.089
H -1.1101 1.0850 -1.3531 0.0534 -0.4268 0.6607 0.013
H -1.2196 1.4975 0.1151 -0.1987 -0.9342 0.3135 -0.011
O -1.0221 1.8285 -0.7494 0.1562 1.6264 -0.9882 -0.093
H 2.2455 0.1725 0.9589 -0.3585 -1.0857 -0.6787 -0.011
H 0.9211 1.0070 1.2050 2.2426 -0.5461 -0.2996 0.056
O 1.9272 0.9964 1.2883 -1.9336 1.5486 0.8100 -0.101
```
Positions in Å, forces in eV/Å.

total energy	-9309.71440	eV
frontier orbital gap	8.9183	eV
relative energy (zero: lowest compared OMol25 entry of this formula, charge and spin)	0.789	eV
net charge	-1
E_LUMO	0.160	Ha

Which of these has the lowest frontier orbital gap?
C9H10IrN8OS2

The lowest frontier orbital gap belongs to which entry?
C9H10IrN8OS2

The lowest frontier orbital gap belongs to which entry?
C9H10IrN8OS2

Which formula does entry 3 have?
C4H7FS